[1]
A molecular structure, C44H82F15N3O12 at a distorted geometry, computed with the ωB97M-V functional and the def2-TZVPD basis.

```
156
C44H82F15N3O12 | the OMol25 dataset | the ωB97M-V functional and the def2-TZVPD basis
C -4.24 16.18 2.06
C -5.51 16.69 1.39
N -5.17 17.76 0.44
C -4.77 19.00 1.12
C -5.76 19.61 2.09
C -6.17 18.04 -0.60
C -6.13 16.88 -1.62
H -3.60 15.79 1.27
H -4.44 15.37 2.76
H -3.75 16.96 2.65
H -5.95 15.86 0.84
H -6.23 17.05 2.13
H -3.78 18.92 1.56
H -4.54 19.70 0.31
H -5.69 20.68 2.29
H -6.80 19.36 1.88
H -5.56 19.15 3.07
H -5.77 18.88 -1.16
H -7.20 18.13 -0.24
H -6.51 17.26 -2.58
H -6.78 16.05 -1.33
H -5.09 16.63 -1.77
C -7.69 20.97 -2.22
C -8.97 20.13 -2.02
N -8.99 18.90 -2.80
C -9.35 19.19 -4.19
C -8.89 18.07 -5.11
C -10.06 18.02 -2.28
C -9.70 17.24 -1.03
H -7.76 21.81 -1.52
H -7.55 21.37 -3.22
H -6.86 20.34 -1.90
H -9.08 19.89 -0.96
H -9.83 20.78 -2.25
H -10.43 19.36 -4.33
H -8.92 20.11 -4.58
H -9.46 17.14 -5.05
H -8.95 18.38 -6.16
H -7.85 17.82 -4.92
H -10.35 17.32 -3.07
H -10.94 18.66 -2.08
H -9.60 17.93 -0.19
H -8.73 16.75 -1.18
H -10.44 16.47 -0.81
C -6.26 7.27 -1.04
C -6.92 8.63 -0.80
N -7.24 9.43 -2.01
C -5.99 9.76 -2.72
C -6.18 11.05 -3.52
C -8.17 8.73 -2.89
C -9.58 8.64 -2.33
H -5.31 7.31 -1.56
H -6.96 6.61 -1.55
H -6.03 6.73 -0.11
H -7.84 8.48 -0.23
H -6.30 9.32 -0.24
H -5.20 9.89 -1.98
H -5.70 8.95 -3.41
H -5.41 11.14 -4.30
H -7.13 11.04 -4.06
H -6.11 11.94 -2.90
H -7.81 7.73 -3.15
H -8.23 9.26 -3.84
H -10.29 8.18 -3.02
H -9.98 9.65 -2.18
H -9.68 8.13 -1.37
C -6.77 17.98 10.49
C -6.11 18.12 9.13
O -6.09 16.87 8.44
C -7.09 16.55 7.65
O -8.05 17.22 7.38
C -6.90 15.16 7.01
F -7.56 14.22 7.71
F -7.39 15.15 5.77
F -5.60 14.84 6.96
H -6.93 18.96 10.93
H -6.24 17.33 11.18
H -7.75 17.51 10.39
H -5.09 18.49 9.22
H -6.65 18.84 8.52
C -8.69 13.43 -1.06
C -8.12 12.28 -0.24
O -7.96 12.65 1.13
C -6.79 13.04 1.57
O -5.85 13.30 0.88
C -6.65 12.94 3.10
F -6.31 14.12 3.62
F -7.76 12.49 3.68
F -5.65 12.08 3.40
H -9.70 13.69 -0.74
H -8.71 13.16 -2.11
H -8.07 14.32 -0.97
H -7.14 12.05 -0.65
H -8.72 11.38 -0.30
C -8.03 14.99 -4.14
C -7.40 13.65 -3.79
O -8.42 12.69 -3.48
C -8.85 11.90 -4.45
O -8.54 11.96 -5.59
C -9.69 10.71 -3.94
F -9.08 9.59 -4.27
F -9.88 10.76 -2.62
F -10.90 10.73 -4.51
H -8.63 15.34 -3.30
H -8.52 14.95 -5.11
H -7.20 15.71 -4.19
H -6.77 13.82 -2.92
H -6.69 13.29 -4.53
C -5.89 11.43 6.81
C -4.43 11.16 6.93
O -3.67 12.39 6.91
C -3.28 12.89 8.07
O -3.63 12.55 9.15
C -2.44 14.19 7.93
F -3.03 15.18 8.60
F -1.24 14.03 8.50
F -2.26 14.55 6.67
H -6.39 10.48 6.62
H -6.16 12.06 5.97
H -6.35 11.88 7.69
H -4.08 10.64 6.04
H -4.17 10.56 7.80
C -10.44 10.99 3.44
C -11.09 12.16 2.73
O -11.56 11.68 1.48
C -12.11 12.58 0.68
O -12.14 13.75 0.91
C -12.67 12.02 -0.64
F -12.00 12.56 -1.67
F -12.56 10.69 -0.69
F -13.96 12.37 -0.77
H -10.01 11.23 4.42
H -9.65 10.49 2.89
H -11.20 10.24 3.72
H -10.37 12.97 2.62
H -11.86 12.63 3.34
C -4.46 13.87 -2.18
C -3.49 12.77 -1.77
O -3.41 11.74 -2.40
C -2.52 13.14 -0.71
H -3.94 14.82 -2.18
H -5.34 13.93 -1.54
H -4.73 13.61 -3.21
H -3.05 13.09 0.25
H -2.19 14.17 -0.83
H -1.69 12.44 -0.66
C -5.69 8.88 2.58
C -6.03 8.43 3.97
O -6.85 8.98 4.66
C -5.27 7.25 4.54
H -5.60 8.09 1.84
H -4.71 9.37 2.64
H -6.36 9.67 2.26
H -5.16 6.52 3.73
H -5.88 6.82 5.33
H -4.29 7.48 4.96
```

Results
**Frontier orbital gap**: 8.416 eV
**Charge**: 0
**Lowest unoccupied orbital energy**: 0.46 eV

***

[2]
12 unconnected molecules or ions with the total composition C44H86F12I2NO20PS11 at a distorted geometry, computed with the ωB97M-V functional and the def2-TZVPD basis.

```
177
C44H86F12I2NO20PS11 | the OMol25 dataset | the ωB97M-V functional and the def2-TZVPD basis
C -0.08 1.68 1.93
C -1.42 2.12 1.15
I -1.76 4.24 1.73
C -1.34 2.12 -0.45
I 0.60 2.93 -1.00
C -1.75 0.74 -1.16
N -2.09 1.15 -2.58
C -0.58 -0.35 -1.28
C 0.34 -0.29 -2.59
C -0.09 -1.30 -3.75
O -0.89 -2.26 -3.65
O 0.57 -1.10 -5.01
C -3.17 0.13 -0.63
O -4.08 1.15 -0.16
C -5.26 1.29 -0.94
F -5.01 1.52 -2.35
C -6.27 0.05 -0.87
O -6.12 -0.85 -1.75
C -7.49 -0.15 0.15
F -7.07 -0.16 1.53
F -8.47 0.90 0.08
C -8.33 -1.51 -0.06
F -8.88 -1.62 -1.38
F -9.48 -1.37 0.80
C -7.58 -2.84 0.44
F -8.04 -3.14 1.77
F -6.18 -2.74 0.53
C -8.08 -4.08 -0.49
O -7.41 -4.57 -1.41
O -9.35 -4.63 -0.16
P -6.06 2.94 -0.35
O -7.27 3.26 -1.23
O -6.42 2.76 1.30
O -4.83 4.12 -0.59
C -3.05 -0.98 0.50
F -1.95 -0.88 1.40
F -4.23 -0.80 1.35
C -3.13 -2.50 0.02
C -3.21 -3.58 1.17
C -3.29 -5.10 0.88
C -3.25 -5.63 -0.58
C -3.17 -4.56 -1.71
C -3.15 -5.12 -3.21
F -3.91 -4.35 -4.12
F -3.47 -6.51 -3.28
F -1.79 -5.03 -3.66
C -3.12 -3.03 -1.42
H -0.31 1.13 2.92
H 0.62 1.00 1.34
H 0.50 2.63 2.20
H -2.31 1.57 1.61
H -2.12 2.90 -0.81
H -1.39 1.80 -2.96
H -2.26 0.33 -3.18
H 0.13 -0.18 -0.38
H -0.92 -1.45 -1.17
H 0.47 0.73 -3.06
H 1.40 -0.62 -2.26
H 0.62 -1.98 -5.48
H -3.62 -0.38 -1.55
H -9.93 -3.93 0.23
H -5.59 2.36 1.68
H -4.68 4.26 -1.55
H -3.21 -3.22 2.25
H -3.38 -5.78 1.80
H -3.32 -6.75 -0.75
H -3.09 -2.28 -2.28
C 4.71 -4.49 -6.20
S 3.24 -4.14 -5.23
O 2.32 -3.33 -6.10
C 4.04 -3.00 -4.08
H 4.44 -5.16 -7.02
H 5.12 -3.57 -6.62
H 5.46 -4.97 -5.57
H 4.48 -2.17 -4.63
H 4.80 -3.53 -3.52
H 3.28 -2.62 -3.39
C -11.75 -0.23 -0.61
S -13.11 -0.60 0.52
O -14.07 -1.48 -0.21
C -13.80 1.07 0.52
H -11.19 -1.15 -0.78
H -12.14 0.14 -1.55
H -11.09 0.51 -0.15
H -14.07 1.36 -0.50
H -13.07 1.77 0.94
H -14.70 1.07 1.14
C 3.04 4.14 5.67
S 3.07 3.10 4.19
O 1.83 3.39 3.41
C 2.81 1.54 5.06
H 3.15 5.18 5.36
H 2.09 4.01 6.19
H 3.87 3.87 6.33
H 1.87 1.58 5.62
H 3.64 1.35 5.74
H 2.75 0.74 4.32
C 8.16 0.36 -6.27
S 6.61 -0.23 -6.97
O 5.84 -0.88 -5.86
C 7.34 -1.54 -7.97
H 7.94 1.18 -5.58
H 8.66 -0.44 -5.74
H 8.80 0.74 -7.07
H 7.89 -2.23 -7.32
H 8.01 -1.11 -8.71
H 6.54 -2.08 -8.47
C -16.35 1.50 4.10
S -16.18 1.14 5.86
O -16.50 2.39 6.61
C -14.39 0.95 5.85
H -17.40 1.70 3.89
H -15.76 2.39 3.85
H -16.01 0.65 3.52
H -13.92 1.87 5.48
H -14.11 0.11 5.21
H -14.05 0.75 6.87
C -5.51 3.04 5.03
S -4.64 4.31 4.08
O -3.23 4.36 4.58
C -5.52 5.72 4.81
H -5.09 2.07 4.77
H -5.36 3.22 6.10
H -6.57 3.06 4.79
H -5.37 5.72 5.89
H -6.58 5.65 4.57
H -5.11 6.63 4.39
C 8.32 -1.68 -2.20
S 9.77 -1.03 -3.07
O 10.07 -1.97 -4.19
C 10.95 -1.38 -1.74
H 7.46 -1.59 -2.87
H 8.48 -2.72 -1.94
H 8.15 -1.09 -1.30
H 10.94 -2.45 -1.51
H 10.68 -0.80 -0.86
H 11.94 -1.09 -2.08
C 12.45 1.94 2.37
S 12.48 1.48 0.62
O 11.07 1.21 0.21
C 13.29 -0.11 0.86
H 11.95 2.90 2.47
H 11.91 1.19 2.94
H 13.47 2.03 2.74
H 12.70 -0.74 1.53
H 14.29 0.05 1.28
H 13.38 -0.60 -0.11
C -3.40 1.24 9.28
S -2.54 2.51 8.33
O -1.13 2.56 8.82
C -3.42 3.91 9.06
H -2.99 0.27 9.02
H -3.26 1.42 10.35
H -4.47 1.26 9.04
H -3.27 3.92 10.14
H -4.48 3.84 8.82
H -3.01 4.83 8.64
C 15.87 5.12 4.15
S 15.61 4.84 2.39
O 14.48 3.86 2.26
C 17.14 3.92 2.11
H 15.01 5.65 4.55
H 15.99 4.17 4.67
H 16.77 5.73 4.29
H 17.17 3.05 2.76
H 17.99 4.57 2.32
H 17.17 3.61 1.07
C 6.95 -5.16 -10.81
S 7.10 -5.54 -9.05
O 6.80 -4.28 -8.30
C 8.90 -5.75 -9.06
H 5.90 -4.95 -11.03
H 7.55 -4.29 -11.06
H 7.28 -6.02 -11.40
H 9.38 -4.84 -9.42
H 9.16 -6.59 -9.71
H 9.22 -5.96 -8.04
```

Results
**Frontier orbital gap**: 6.940 eV
**Charge**: 0
**Lowest unoccupied orbital energy**: -1.35 eV